# 1
Below is a cluster of 2 separate species, C4H6O2 in total, with properties calculated with wB97M-V/def2-TZVPD.

Output
electronic energy: -306.348548 hartree
M: 86.1 g mol⁻¹
LUMO level: 0.9 eV
HOMO-LUMO gap: 10.54 eV
HOMO energy: -0.3540 Ha

```
! RIJCOSX wB97M-V def2-TZVPD def2/J DEFGRID3
* xyz 0 1
O -0.55356 1.18516 -0.40371
O -0.56017 -0.14906 1.28960
C 0.45209 0.22654 -0.72746
C 0.45309 -0.68529 0.43955
C 1.61359 0.23893 0.22004
C -1.11393 0.95051 0.78235
H -2.78141 -0.13247 -0.29486
H 2.54767 -0.19589 -0.12157
H -2.77453 -0.73491 -0.72920
H 0.50343 -0.03423 -1.77889
H 1.69911 1.09844 0.88129
H 0.51461 -1.76774 0.44287
*
```

Atom charges from the Mulliken analysis, given in e for atoms 1 to 6: -0.17, -0.17, -0.01, 0.00, -0.71, -0.21

---

# 2
Below is an isolated molecule of C4H7N3O at a distorted geometry, with properties calculated with wB97M-V/def2-TZVPD.

Output
electronic energy: -395.985529 hartree
M: 113.1 g mol⁻¹
LUMO level: 1.0 eV
HOMO-LUMO gap: 9.12 eV
SMILES string: [H]/N=c1\cc(C)on1N
HOMO energy: -0.3000 Ha

```
! RIJCOSX wB97M-V def2-TZVPD def2/J DEFGRID3
* xyz 0 1
O -0.34840 -1.22474 -0.22337
N 2.16571 1.21168 0.05112
N 2.01610 -1.39340 0.20888
N 1.07830 -0.80673 -0.50816
C 1.07884 0.60774 -0.13054
C -0.29244 1.01789 -0.14678
C -2.52631 -0.08836 0.15627
C -1.07105 -0.08963 -0.07739
H -2.85544 -0.36125 1.17181
H -2.89874 0.84729 -0.28685
H 2.04858 -2.39720 0.20136
H -0.45810 2.12782 -0.21266
H 2.75528 -0.78270 0.46160
H -2.93966 -0.87864 -0.60943
H 2.24735 2.21025 -0.05586
*
```

Atom charges from the Mulliken analysis, given in e for atoms 1 to 6: -0.34, -0.75, -0.53, 0.28, 0.45, -0.09

---

# 3
Below is a cluster of 4 separate species, C3H15NO3S in total at a distorted geometry, with properties calculated with wB97M-V/def2-TZVPD.

Output
electronic energy: -801.612340 hartree
M: 145.2 g mol⁻¹
LUMO level (alpha / beta): -3.4 / -8.9 eV
HOMO-LUMO gap (alpha / beta): 10.41 / 4.97 eV
HOMO energy (alpha / beta): -0.5084 / -0.5084 Ha

```
! RIJCOSX wB97M-V def2-TZVPD def2/J DEFGRID3
* xyz 1 2
S 1.32789 2.40194 1.05419
O 1.71264 -2.59359 1.70504
O -2.31011 1.19486 0.83486
O -4.95782 -2.53271 -0.25291
N 0.56254 -0.50326 -0.12200
C 2.32727 1.15004 0.25814
C 1.25422 1.15052 -2.03173
C 1.57283 0.29379 -0.79171
H 0.30227 0.94253 -2.50941
H -5.46387 -2.95675 0.45038
H 1.23387 2.21228 -1.75528
H 1.58786 -2.05646 0.92700
H -5.57559 -2.00767 -0.74365
H 3.26349 1.53939 -0.12672
H -2.66635 0.36027 1.15546
H 2.09792 1.14813 -2.72019
H -2.98557 1.88432 0.89444
H 2.37528 -0.41422 -1.03081
H 1.24371 -2.14043 2.39796
H 2.65183 0.48661 1.07090
H -0.18273 -0.02425 0.36945
H 0.45759 1.64436 1.74747
H 0.17082 -1.17970 -0.78086
*
```

Atom charges from the Mulliken analysis, given in e for atoms 1 to 6: 0.24, -0.65, -0.63, -0.65, -0.36, -0.88

---

# 4
Below is a structure of composition C8H27BClNO14P4 at a distorted geometry, with properties calculated with wB97M-V/def2-TZVPD.

Output
electronic energy: -3279.883143 hartree
M: 531.5 g mol⁻¹
LUMO level: -0.5 eV
HOMO-LUMO gap: 8.95 eV
HOMO energy: -0.3456 Ha

```
! RIJCOSX wB97M-V def2-TZVPD def2/J DEFGRID3
* xyz 0 1
Cl 3.75540 -0.36070 -1.00188
P 4.72428 -0.35919 -2.82923
P -0.05046 3.06386 -0.03802
P 4.32671 -3.13518 -3.27397
P -6.20746 2.06007 3.01124
O -4.92373 2.87945 3.60627
O -0.73630 4.30875 -0.79236
O 1.32802 3.33258 -0.88066
O 4.10558 -1.62055 -3.76863
O 5.86785 -3.49099 -3.24139
O -7.80118 1.99111 2.54239
O -5.58294 1.07752 2.08265
O 6.23126 -0.77947 -2.37002
O 6.71177 -5.66279 -3.75047
O 3.66655 -3.98872 -4.44751
O 0.37294 3.36593 1.36096
O -6.49202 1.48653 4.48206
O -1.50891 2.32087 0.30387
O 3.61138 -3.39300 -2.02992
N 6.08808 -5.27085 -1.44035
C -8.23558 2.98339 1.59507
C -4.25656 3.76103 2.68525
C 2.38221 2.36784 -0.69357
C 4.98434 -6.22206 -1.25361
C -7.50353 0.51884 4.73396
C 6.11657 -4.20784 -0.41018
C -1.51352 0.88037 0.35718
C -2.05486 4.70830 -0.47374
B 6.20221 -4.79941 -2.78405
H 7.15690 -4.08402 -0.09000
H -2.51787 0.56091 0.62644
H 3.17277 2.59142 -1.40572
H -4.96479 4.45197 2.22615
H -7.65628 2.91235 0.67209
H -9.28464 2.79986 1.37767
H -2.19768 5.72205 -0.84421
H 2.78088 2.44418 0.31910
H 7.66980 -5.56737 -3.74902
H -3.51668 4.33401 3.23797
H 6.75456 -0.81079 -3.18536
H -3.75127 3.18111 1.91212
H 4.79342 -6.78100 -2.17331
H -8.14304 3.98590 2.01697
H -7.31282 0.09493 5.71768
H -7.48373 -0.28154 3.99414
H 2.02077 1.36467 -0.87455
H -0.80364 0.52314 1.10592
H 5.27540 -6.97622 -0.51192
H -2.21898 4.69521 0.60392
H -2.77075 4.05521 -0.97158
H -8.48323 0.99400 4.74915
H 5.57341 -4.56328 0.46455
H 3.73449 -4.93043 -4.24833
H 5.76188 -3.23721 -0.74828
H 4.07052 -5.75406 -0.88356
H -1.26752 0.45927 -0.61940
*
```

Atom charges from the Mulliken analysis, given in e for atoms 1 to 6: -0.21, 0.35, 0.98, 0.82, 0.96, -0.31